98
Properties=species:S:1:pos:R:3 method="wB97M-V/def2-TZVPD" e_homo_ev=-8.8 smiles="[H]/N=C/CO[P@@](=O)(OCCCN)OC[C@H](C)F.COCCOC.COCCOC.COCCOC.COCCOC" homo_lumo_gap_ev=9.4 energy_ev=-65381.854
C -2.0552 -5.2092 3.0888
C -1.4207 -3.8732 2.7663
F -2.0484 -2.8750 3.4882
C -1.5396 -3.6002 1.2618
O -1.7851 -2.2160 0.9357
P -0.5984 -1.2180 1.2246
O 0.6197 -1.8476 1.7584
O -0.2763 -0.5822 -0.2088
C 0.6146 0.5319 -0.1702
C 1.2251 0.6983 -1.5422
N 1.7234 -0.3088 -2.1357
O -1.1021 -0.0585 2.1786
C -2.5604 0.1223 2.2687
C -3.1991 0.5612 0.9592
C -4.5782 -0.0726 0.6458
N -4.8479 -1.3372 1.3312
H -1.9488 -5.4458 4.1419
H -1.5849 -5.9706 2.4685
H -3.1117 -5.1682 2.8270
H -0.3617 -3.8925 3.0138
H -0.6565 -3.9522 0.7374
H -2.3997 -4.1388 0.8690
H 1.4238 0.3568 0.5384
H 0.0871 1.4468 0.0967
H 1.2545 1.6825 -2.0097
H 2.0851 -0.0224 -3.0435
H -2.6822 0.8985 3.0181
H -2.9877 -0.7854 2.6757
H -3.3506 1.6397 1.0105
H -2.5371 0.4128 0.1097
H -5.3764 0.6399 0.8349
H -4.6026 -0.2379 -0.4343
H -5.8034 -1.3600 1.6467
H -4.6705 -2.1332 0.7418
C -0.8036 -0.4942 5.7591
O -1.5110 0.7259 5.9285
C -1.5327 1.1877 7.2670
C -0.4857 2.2529 7.5163
O 0.8322 1.7541 7.3663
C 1.4047 2.0366 6.1013
H -0.5891 -0.6125 4.6985
H 0.1372 -0.5042 6.3133
H -1.4245 -1.3358 6.0846
H -1.3994 0.3542 7.9636
H -2.5216 1.6229 7.4440
H -0.5818 2.6038 8.5486
H -0.6506 3.1081 6.8530
H 1.7502 3.0759 6.0626
H 0.6991 1.8604 5.2869
H 2.2622 1.3781 5.9730
C -4.0084 2.1508 -5.3436
O -3.5038 0.8569 -5.6225
C -2.1397 0.8545 -6.0095
C -1.2207 0.5005 -4.8602
O -1.2576 1.4720 -3.8263
C -2.0993 1.1078 -2.7447
H -4.9369 2.0296 -4.7875
H -3.3106 2.7373 -4.7418
H -4.2218 2.6869 -6.2745
H -1.8600 1.8240 -6.4363
H -2.0283 0.0970 -6.7914
H -0.1920 0.4704 -5.2345
H -1.4632 -0.4906 -4.4657
H -1.5941 0.3760 -2.1054
H -3.0498 0.6905 -3.0839
H -2.2995 2.0068 -2.1610
C 3.4154 -3.0725 1.9485
O 3.6512 -4.3763 2.4755
C 4.9355 -4.8886 2.1767
C 5.9012 -4.7183 3.3311
O 6.1604 -3.3551 3.6204
C 5.3892 -2.8493 4.6949
H 2.5589 -2.6553 2.4595
H 4.2779 -2.4181 2.1011
H 3.1904 -3.1316 0.8793
H 5.3368 -4.4176 1.2737
H 4.8201 -5.9597 1.9782
H 6.8577 -5.1760 3.0587
H 5.5223 -5.2337 4.2196
H 5.8093 -3.1753 5.6534
H 4.3467 -3.1670 4.6313
H 5.4300 -1.7622 4.6471
C 1.0654 2.6269 -8.1013
O 0.3070 3.8005 -7.8714
C 0.3695 4.2455 -6.5242
C 1.3705 5.3653 -6.3370
O 2.6997 4.9463 -6.5976
C 3.1580 5.2898 -7.8935
H 1.2115 2.5227 -9.1753
H 2.0429 2.6731 -7.6171
H 0.5208 1.7482 -7.7359
H 0.6032 3.4109 -5.8552
H -0.6245 4.6199 -6.2607
H 1.3347 5.6917 -5.2932
H 1.1067 6.2206 -6.9667
H 3.4414 6.3472 -7.9303
H 2.4030 5.0937 -8.6573
H 4.0389 4.6850 -8.1029


90
Properties=species:S:1:pos:R:3 method="wB97M-V/def2-TZVPD" e_homo_ev=-8.6 smiles=CC1(C)CCCC(C)(C)N1O.CC1(C)CCCC(C)(C)N1O.CCO.CCO.CCO.O homo_lumo_gap_ev=9.2 energy_ev=-41089.631
O 12.9482 18.1961 14.6834
H 12.6791 17.7723 15.5114
H 12.8843 17.4697 14.0546
C 10.7562 15.6929 11.8615
C 12.1487 16.2276 11.7041
O 12.7375 16.1276 13.0099
H 10.1546 16.4368 12.3825
H 10.8336 14.8827 12.5902
H 10.3327 15.3931 10.8885
H 12.1831 17.3084 11.5284
H 12.7602 15.7262 10.9909
H 13.6907 15.9267 12.8858
C 17.2482 17.4743 12.7762
C 15.8475 17.1458 13.2855
O 15.2659 15.9848 12.6675
H 17.9849 16.6644 12.7929
H 17.6685 18.3000 13.3952
H 17.2721 17.6907 11.7419
H 15.1522 17.9494 13.0273
H 15.8623 17.0649 14.3835
H 15.6649 15.1887 13.0175
C 12.9257 20.4399 10.3112
C 12.4609 20.2623 11.6853
O 11.1942 19.5985 11.5440
H 13.4725 21.3720 10.1576
H 12.1232 20.4322 9.5487
H 13.6502 19.6547 10.1208
H 12.3900 21.2812 12.1426
H 13.1262 19.6217 12.3364
H 10.6960 19.8309 12.3567
C 7.7612 15.7801 9.1995
C 8.3080 15.2966 7.8361
C 8.3950 16.5275 6.9033
C 9.2376 16.3136 5.6564
C 10.6454 15.9081 6.1409
C 10.6476 14.5893 6.9254
N 9.6383 14.7910 8.0825
O 9.4974 13.5523 8.8516
C 10.3798 13.4626 5.8629
C 11.9901 14.3275 7.5526
C 7.3311 14.3966 7.1309
H 8.5413 16.3812 9.6272
H 7.5619 14.9154 9.8621
H 6.8392 16.3364 9.0227
H 7.3548 16.8085 6.7155
H 8.7716 17.3350 7.5448
H 9.2561 17.1896 5.0346
H 8.8262 15.5380 4.9747
H 11.0620 16.7153 6.7432
H 11.3120 15.6891 5.2411
H 11.1907 13.3928 5.1683
H 10.3683 12.4680 6.3137
H 9.5098 13.5322 5.2184
H 11.9769 13.4365 8.1525
H 12.7667 14.2347 6.8119
H 12.2066 15.1379 8.2474
H 6.3486 14.8828 7.1113
H 7.1808 13.3555 7.5472
H 7.6984 14.3048 6.1391
H 9.5142 12.7922 8.2615
C 8.4433 7.8378 11.0517
C 8.4752 8.9734 10.0187
C 8.0293 10.3051 10.5990
C 8.9370 10.8823 11.7023
C 10.3941 10.9865 11.2023
C 10.9380 9.7712 10.3224
N 9.8392 9.2465 9.3931
O 10.2868 8.0483 8.7714
C 12.1184 10.2540 9.3856
C 11.5134 8.6831 11.2341
C 7.5360 8.7269 8.8449
H 7.4090 7.3854 11.1673
H 8.7064 8.1417 12.0458
H 9.1228 7.0687 10.7743
H 7.9864 11.0161 9.7838
H 7.0227 10.3186 11.0335
H 8.9031 10.1767 12.5619
H 8.6702 11.8241 12.0518
H 11.0842 11.1839 12.0238
H 10.4990 11.8095 10.4937
H 12.8655 10.7442 9.9998
H 12.5901 9.3281 8.9828
H 11.7369 10.8636 8.5765
H 10.9622 8.7624 12.1682
H 11.2251 7.6790 10.9041
H 12.6213 8.6993 11.1872
H 7.4929 7.6747 8.7107
H 7.7656 9.2132 7.9373
H 6.5409 9.1320 9.1077
H 10.4627 8.3507 7.8531


89
Properties=species:S:1:pos:R:3 method="wB97M-V/def2-TZVPD" e_homo_ev="-12.2 / -13.0" total_charge=+2 multiplicity=5 homo_lumo_gap_ev="7.3 / 6.0" energy_ev=-78365.758
P -0.0228 -2.6642 -3.6398
P 0.2954 1.2745 -3.6742
C -0.3026 -1.3579 -4.9145
C 0.5440 -0.0549 -4.9427
H -1.3814 -1.1267 -4.9318
H -0.0984 -1.8795 -5.8649
H 1.6238 -0.2832 -4.9987
H 0.3053 0.4516 -5.8929
C -1.2445 2.1013 -4.1606
H -1.5301 2.8524 -3.4132
H -2.0698 1.3824 -4.2802
H -1.0780 2.6051 -5.1192
C 1.5869 2.4561 -4.2498
H 1.2957 2.9046 -5.1996
H 2.5473 1.9314 -4.3689
H 1.7166 3.2522 -3.5024
C -1.1936 -3.9500 -4.1905
H -1.1935 -4.7803 -3.4763
H -0.8937 -4.3223 -5.1761
H -2.2083 -3.5293 -4.2549
C 1.5997 -3.3906 -4.0471
H 2.3855 -2.6302 -4.1644
H 1.5075 -3.9457 -4.9883
H 1.9027 -4.0904 -3.2566
Os -0.1952 -0.8286 0.4015
C 0.6134 1.4053 -1.9877
C -0.6527 0.7841 -1.3167
C -1.4231 -0.3471 -1.9696
C -1.3621 -1.7710 -1.3857
C -0.1755 -2.6587 -1.9433
C 1.0903 -1.9712 -1.3200
C 1.8155 -0.8962 -2.0522
C 1.8361 0.5536 -1.5175
C 0.1279 -2.5042 1.4426
H 0.7177 2.4559 -1.6877
H -1.3130 1.5226 -0.8359
H -1.1208 -0.4158 -3.0315
H -2.4848 -0.0409 -2.0386
H -1.4696 -1.8252 -0.2136
H -2.3202 -2.2624 -1.6372
H -0.2798 -3.6876 -1.5741
H 1.7383 -2.6885 -0.7875
H 1.4073 -0.8669 -3.0797
H 2.8574 -1.2434 -2.1959
H 1.8543 0.5301 -0.4072
H 2.7625 1.0369 -1.8577
H 1.0470 -2.3816 2.0354
H 0.2756 -3.3419 0.7486
H -0.7035 -2.7223 2.1271
C 3.2756 0.2811 2.1506
Si 1.9206 1.4648 2.7140
C 2.2520 1.9008 4.5250
C 2.0090 3.0717 1.7328
Si -0.1694 0.3613 2.3135
Si -0.5388 -0.6085 4.4712
C -0.6610 0.5735 5.9420
C -2.1691 -1.5422 4.3200
C 0.8910 -1.7772 4.8611
Si -2.0079 1.8567 2.1890
C -2.6423 2.4667 3.8636
C -1.5160 3.3761 1.1910
C -3.4118 0.9192 1.3593
H 4.1402 0.8739 1.8156
H 2.9604 -0.3634 1.3184
H 3.5993 -0.3663 2.9771
H 3.2524 2.3579 4.5774
H 1.5284 2.6344 4.9035
H 2.2458 1.0303 5.1925
H 1.7961 2.9301 0.6656
H 1.3196 3.8302 2.1250
H 3.0329 3.4661 1.8225
H -1.5796 1.1695 5.9361
H -0.6736 -0.0521 6.8480
H 0.1911 1.2569 6.0242
H -2.1282 -2.3385 3.5675
H -2.3730 -2.0067 5.2968
H -3.0114 -0.8826 4.0734
H 0.8546 -2.6807 4.2409
H 1.8774 -1.3127 4.7339
H 0.7913 -2.0809 5.9142
H -1.8516 2.9419 4.4579
H -3.4193 3.2217 3.6674
H -3.0960 1.6679 4.4635
H -0.9764 3.1415 0.2665
H -2.4373 3.9134 0.9199
H -0.8886 4.0520 1.7866
H -3.0725 0.3668 0.4723
H -3.8740 0.2003 2.0493
H -4.1771 1.6433 1.0426